1.
Entry from the OMol25 dataset: an isolated molecule of C4H6N4 in a non-equilibrium geometry (the ωB97M-V functional and the def2-TZVPD basis).

```
14
C4H6N4 | the OMol25 dataset | the ωB97M-V functional and the def2-TZVPD basis
H 2.19 0.49 -0.18
N 2.43 -0.49 -0.12
C 1.35 -1.15 -0.07
N 0.04 -0.65 0.17
C -1.01 -1.45 0.12
N -2.16 -0.78 0.02
C -1.65 0.60 -0.23
C -0.34 0.68 0.04
N 0.48 1.70 0.17
H 1.25 -2.16 -0.09
H -0.99 -2.58 0.24
H -2.40 1.43 -0.47
H 0.48 2.02 1.11
H 0.33 2.34 -0.69
```

The energy relative to the best compared isomer or geometry (same formula, charge and spin) is 205.2 kJ/mol. Its LUMO energy is 0.666 eV. Its gap between HOMO and LUMO is 9.66 eV. The SMILES is [H]/N=C\n1cncc1N.

2.
Entry from the OMol25 dataset: a cluster of 2 separate species, C3H7FN3 in total in a non-equilibrium geometry (the ωB97M-V functional and the def2-TZVPD basis).

```
14
C3H7FN3 | the OMol25 dataset | the ωB97M-V functional and the def2-TZVPD basis
C -2.66 -0.07 0.21
C 0.55 0.98 -0.05
C 2.00 1.10 0.05
N -3.74 0.28 -0.12
N -1.53 -0.59 0.08
N -0.20 -0.14 0.02
F 1.47 -2.67 -0.01
H 0.15 2.00 0.00
H 2.37 1.05 -0.94
H 2.40 0.27 0.67
H 2.40 2.03 0.25
H -4.65 0.18 0.14
H 0.46 -1.02 0.14
H 0.99 -3.39 -0.44
```

The energy relative to the best compared isomer or geometry (same formula, charge and spin) is 337.8 kJ/mol. Its LUMO energy is -4.929 eV. Its gap between HOMO and LUMO is 9.31 eV. As for the total charge: +1.

3.
Entry from the OMol25 dataset: a structure of composition C33H42GeO9PZn (the ωB97M-V functional and the def2-TZVPD basis).

```
87
C33H42GeO9PZn | the OMol25 dataset | the ωB97M-V functional and the def2-TZVPD basis
Zn 1.04 0.07 -0.82
O -0.39 0.68 2.72
C -0.77 0.63 1.45
O -0.52 -0.31 0.72
C -1.60 1.83 1.03
O -1.47 2.13 -0.34
C -0.52 3.17 -0.60
C 0.84 2.97 0.09
O 1.25 3.87 0.81
O 1.42 1.85 -0.12
H 0.15 -0.12 2.89
H -1.37 2.69 1.67
H -2.64 1.54 1.21
H -0.37 3.16 -1.68
H -0.92 4.13 -0.29
O 2.02 -3.12 2.62
C 1.93 -3.09 1.39
O 2.18 -2.01 0.71
C 1.53 -4.35 0.64
C 2.58 -4.82 -0.40
Ge 1.80 -5.14 -2.17
C -0.15 -5.31 -2.21
C -0.75 -6.49 -1.77
C -2.13 -6.65 -1.79
C -2.94 -5.63 -2.26
C -2.36 -4.45 -2.70
C -0.99 -4.29 -2.67
C 2.46 -4.19 -3.76
C 3.70 -3.56 -3.80
C 4.18 -3.00 -4.97
C 3.44 -3.08 -6.14
C 2.22 -3.73 -6.13
C 1.73 -4.28 -4.95
C 2.40 -6.99 -2.69
C 1.70 -7.72 -3.65
C 2.15 -8.96 -4.09
C 3.32 -9.50 -3.57
C 4.03 -8.79 -2.62
C 3.57 -7.55 -2.19
H 0.57 -4.15 0.15
H 1.38 -5.11 1.40
H 3.02 -5.76 -0.06
H 3.39 -4.10 -0.50
H -0.13 -7.31 -1.42
H -2.57 -7.58 -1.44
H -4.02 -5.75 -2.27
H -2.99 -3.64 -3.06
H -0.54 -3.35 -2.97
H 4.27 -3.46 -2.88
H 5.14 -2.50 -4.97
H 3.82 -2.65 -7.06
H 1.63 -3.80 -7.04
H 0.77 -4.77 -4.96
H 0.78 -7.32 -4.07
H 1.59 -9.50 -4.84
H 3.67 -10.46 -3.91
H 4.95 -9.19 -2.22
H 4.15 -7.01 -1.45
C 4.06 -0.80 -0.87
O 3.21 -1.73 -1.49
C 1.86 -1.73 -1.01
O 1.17 -2.64 -1.53
H 4.33 -1.11 0.14
H 3.60 0.20 -0.79
H 4.96 -0.72 -1.48
C 0.51 2.48 -4.34
C -0.73 1.70 -3.90
P -0.28 0.19 -2.95
C 0.45 -0.89 -4.24
C -0.49 -1.38 -5.33
C -1.89 -0.61 -2.53
C -3.11 -0.25 -3.38
H 0.23 3.38 -4.88
H 1.13 1.88 -5.01
H 1.13 2.76 -3.49
H -1.34 1.42 -4.75
H -1.35 2.32 -3.25
H 0.90 -1.73 -3.69
H 1.30 -0.35 -4.67
H -1.29 -2.00 -4.93
H 0.06 -1.98 -6.05
H -0.95 -0.55 -5.88
H -2.08 -0.35 -1.49
H -1.68 -1.68 -2.55
H -3.34 0.81 -3.30
H -3.98 -0.81 -3.02
H -2.98 -0.49 -4.43
```

The energy relative to the best compared isomer or geometry (same formula, charge and spin) is 177.7 kJ/mol. Its LUMO energy is 2.276 eV. Its gap between HOMO and LUMO is 6.65 eV. As for the total charge: -1.

4.
Entry from the OMol25 dataset: a cluster of 2 separate species, CH3NO2S in total in a non-equilibrium geometry (the ωB97M-V functional and the def2-TZVPD basis).

```
8
CH3NO2S | the OMol25 dataset | the ωB97M-V functional and the def2-TZVPD basis
C -0.43 -1.24 -1.14
N 0.06 -1.39 -2.20
O -1.02 -0.80 -0.25
O -0.09 1.00 1.52
S 1.34 1.45 0.35
H 0.97 -1.51 -2.55
H -0.48 1.54 2.12
H -0.62 0.55 0.85
```

The energy relative to the best compared isomer or geometry (same formula, charge and spin) is 218.9 kJ/mol. Its LUMO energy is -0.019 eV. Its gap between HOMO and LUMO is 8.12 eV.

5.
Entry from the OMol25 dataset: a structure of composition C28H33Br2NO7W in a non-equilibrium geometry (the ωB97M-V functional and the def2-TZVPD basis).

```
72
C28H33Br2NO7W | the OMol25 dataset | the ωB97M-V functional and the def2-TZVPD basis
W -9.87 13.72 5.67
C -9.13 12.53 9.17
C -8.23 13.58 8.54
O -9.05 14.42 7.62
C -10.02 15.32 8.20
C -11.49 14.78 8.07
O -11.63 14.01 6.87
C -12.72 13.01 6.90
C -12.49 12.06 5.73
O -11.05 11.87 5.69
C -10.50 10.65 6.34
C -10.32 10.81 7.87
O -10.11 12.14 8.21
H -9.63 12.99 10.01
H -8.53 11.68 9.53
H -7.47 13.10 7.93
H -7.80 14.25 9.34
H -9.92 16.22 7.59
H -9.78 15.49 9.24
H -12.18 15.65 8.09
H -11.67 14.19 8.94
H -13.68 13.55 6.83
H -12.62 12.48 7.85
H -12.79 12.47 4.79
H -13.02 11.10 5.94
H -9.55 10.54 5.81
H -11.22 9.86 6.18
H -9.49 10.16 8.14
H -11.26 10.46 8.36
C -8.89 16.05 2.64
C -8.12 14.82 2.96
C -7.03 14.60 2.05
C -6.19 13.55 2.10
C -6.41 12.59 3.12
C -5.62 11.44 3.33
Br -4.33 10.95 2.06
C -5.74 10.64 4.44
C -6.71 11.01 5.39
Br -6.84 9.98 6.92
C -7.54 12.09 5.17
O -8.49 12.43 6.08
C -7.41 12.89 4.04
N -8.31 13.95 3.97
H -8.28 16.78 2.09
H -9.27 16.54 3.54
H -9.72 15.78 2.04
H -6.83 15.36 1.31
H -5.33 13.41 1.41
H -5.10 9.81 4.63
C -15.60 18.67 2.53
C -14.50 17.82 3.05
C -13.63 18.30 4.06
C -12.57 17.53 4.51
C -11.84 18.06 5.73
C -12.30 16.28 3.93
C -13.18 15.81 2.92
C -13.02 14.53 2.11
C -14.23 16.60 2.49
C -11.27 15.40 4.45
O -11.21 14.15 4.18
O -10.38 15.74 5.31
H -15.40 19.73 2.72
H -16.61 18.45 2.99
H -15.80 18.53 1.48
H -13.87 19.29 4.42
H -12.34 18.96 6.07
H -10.78 18.33 5.50
H -11.81 17.28 6.49
H -12.01 14.11 2.04
H -13.40 14.66 1.11
H -13.70 13.83 2.57
H -14.87 16.33 1.69
```

The energy relative to the best compared isomer or geometry (same formula, charge and spin) is 0.0 kJ/mol. Its LUMO energy (spin up / spin down) is -5.545 / -6.176 eV. Its gap between HOMO and LUMO (spin up / spin down) is 7.66 / 7.32 eV. Its spin multiplicity is 3. As for the total charge: +2.

6.
Entry from the OMol25 dataset: a cluster of 15 separate species, C31H92N14O15 in total in a non-equilibrium geometry (the ωB97M-V functional and the def2-TZVPD basis).

```
152
C31H92N14O15 | the OMol25 dataset | the ωB97M-V functional and the def2-TZVPD basis
C 4.46 5.00 -0.37
C 4.96 6.35 0.22
C 3.76 7.16 0.55
O 5.76 6.13 1.25
H 4.55 4.19 0.36
H 5.10 4.68 -1.19
H 3.50 5.21 -0.85
H 5.51 6.91 -0.53
H 3.22 7.32 -0.38
H 4.02 8.15 0.90
H 3.19 6.53 1.24
H 5.44 5.46 1.86
C 0.46 -4.39 4.99
C 0.57 -5.91 5.36
C 0.33 -6.04 6.97
O -0.51 -6.44 4.66
H 0.74 -4.25 3.95
H 1.00 -3.84 5.76
H -0.59 -4.10 5.11
H 1.55 -6.36 5.19
H 1.18 -5.60 7.50
H 0.09 -7.04 7.31
H -0.52 -5.47 7.35
H -1.14 -5.76 4.45
C -2.88 3.96 -3.51
C -1.81 4.99 -3.93
C -2.40 6.26 -4.43
O -1.03 5.34 -2.82
H -3.26 3.54 -4.45
H -3.71 4.58 -3.15
H -2.51 3.16 -2.87
H -1.15 4.55 -4.67
H -3.22 6.79 -3.94
H -2.83 6.12 -5.42
H -1.67 7.00 -4.75
H -1.64 5.61 -2.13
C -7.45 -0.04 -2.00
C -7.05 -0.67 -3.36
C -7.61 0.08 -4.57
O -5.65 -0.86 -3.43
H -8.54 0.00 -1.93
H -7.09 0.99 -1.96
H -7.06 -0.64 -1.18
H -7.44 -1.68 -3.51
H -7.01 -0.21 -5.43
H -7.48 1.16 -4.50
H -8.62 -0.16 -4.90
H -5.47 -1.79 -3.29
C 5.07 0.73 6.31
C 5.92 1.93 5.86
C 7.43 1.52 5.97
O 5.68 2.31 4.48
H 5.56 -0.23 6.13
H 4.07 0.69 5.89
H 4.94 0.86 7.39
H 5.72 2.85 6.42
H 7.67 1.25 7.00
H 8.08 2.36 5.70
H 7.59 0.67 5.31
H 5.42 1.50 4.03
C -4.59 7.45 0.73
C -4.84 6.36 1.76
C -3.53 5.48 1.91
O -5.00 7.00 2.91
H -3.70 7.97 1.09
H -5.30 8.24 0.49
H -4.27 7.11 -0.26
H -5.67 5.75 1.41
H -3.00 5.51 0.96
H -3.77 4.49 2.30
H -2.72 5.93 2.49
H -4.14 7.20 3.30
C -3.73 -6.05 -1.08
C -3.54 -6.23 -2.57
C -2.96 -7.53 -3.04
O -4.69 -5.81 -3.26
H -4.71 -6.47 -0.85
H -3.97 -5.00 -0.90
H -3.07 -6.51 -0.35
H -2.71 -5.59 -2.87
H -3.68 -8.34 -2.98
H -2.14 -7.94 -2.45
H -2.65 -7.48 -4.09
H -5.39 -6.37 -2.91
C -0.01 -0.66 -0.13
C -0.23 0.06 1.22
C 0.39 1.42 1.23
O -1.63 0.22 1.42
H 1.04 -0.64 -0.41
H -0.51 -0.18 -0.98
H -0.31 -1.69 0.07
H 0.24 -0.47 2.06
H 1.48 1.39 1.31
H -0.03 1.97 2.08
H 0.26 1.99 0.31
H -2.18 -0.54 1.21
C 0.65 4.66 6.60
O 1.33 5.11 5.67
N 0.55 5.18 7.79
N -0.10 3.63 6.48
H 0.01 4.69 8.49
H 0.94 6.09 8.00
H -0.03 3.12 5.60
H -0.77 3.34 7.18
C 6.63 -0.68 0.41
O 6.15 -0.88 1.50
N 7.66 0.11 0.06
N 6.33 -1.39 -0.59
H 8.07 0.79 0.68
H 8.01 0.20 -0.89
H 6.85 -1.19 -1.43
H 5.67 -2.15 -0.57
C -5.49 -3.64 5.45
O -4.72 -4.37 4.89
N -6.13 -3.91 6.51
N -5.73 -2.39 5.05
H -6.01 -4.89 6.73
H -6.94 -3.33 6.62
H -5.14 -1.89 4.39
H -6.34 -1.77 5.57
C 2.22 -7.26 -0.74
O 2.51 -6.13 -0.61
N 1.83 -8.12 0.20
N 2.31 -7.79 -1.89
H 1.42 -8.99 -0.11
H 1.64 -7.75 1.12
H 1.92 -8.70 -2.12
H 2.67 -7.20 -2.62
C 4.24 -4.36 -6.41
O 5.31 -4.62 -6.96
N 3.07 -4.72 -6.96
N 4.13 -3.70 -5.29
H 3.05 -5.26 -7.82
H 2.26 -4.54 -6.39
H 4.95 -3.34 -4.82
H 3.27 -3.22 -5.09
C -1.23 -1.34 -6.98
O -0.66 -1.84 -6.04
N -2.28 -0.66 -7.00
N -0.89 -1.40 -8.24
H -2.82 -0.51 -7.83
H -2.80 -0.50 -6.14
H 0.07 -1.69 -8.36
H -1.58 -1.19 -8.95
C 3.93 2.18 -5.61
O 3.33 2.57 -6.59
N 5.16 2.61 -5.32
N 3.57 1.22 -4.74
H 5.70 2.04 -4.69
H 5.64 3.33 -5.85
H 2.60 0.97 -4.60
H 4.15 1.04 -3.93
```

The energy relative to the best compared isomer or geometry (same formula, charge and spin) is 948.3 kJ/mol. Its LUMO energy is -0.102 eV. Its gap between HOMO and LUMO is 9.40 eV.

7.
Entry from the OMol25 dataset: a cluster of 2 separate species, C4H12N2O in total in a non-equilibrium geometry (the ωB97M-V functional and the def2-TZVPD basis).

```
19
C4H12N2O | the OMol25 dataset | the ωB97M-V functional and the def2-TZVPD basis
C 0.81 1.72 -2.02
C 0.49 0.75 -0.92
C -0.05 1.41 0.43
N -1.38 1.05 0.72
C -1.76 -0.11 1.04
N -0.92 -1.22 1.10
H -0.09 2.34 -2.16
H 1.63 2.39 -1.79
H 1.02 1.27 -2.99
H -0.30 0.07 -1.26
H 1.34 0.09 -0.70
H -0.03 2.49 0.29
H 0.72 0.99 1.11
H -2.73 -0.37 1.45
H -1.27 -2.14 1.34
H 0.07 -1.07 1.01
O 1.79 -2.86 -0.01
H 2.39 -2.87 0.73
H 2.08 -2.16 -0.57
```

The energy relative to the best compared isomer or geometry (same formula, charge and spin) is 154.3 kJ/mol. Its LUMO energy is 0.598 eV. Its gap between HOMO and LUMO is 9.33 eV. The SMILES is CCC/N=C\N.O.